Molecular formula: C40H59LaN11O2S2
Method: DFT, the ωB97M-V functional and the def2-TZVPD basis

Geometry as XYZ:
```
115
Properties=species:S:1:pos:R:3
La 0.382 0.259 0.318
C -3.190 -1.087 1.861
N -3.038 -0.014 0.877
C -3.609 -0.447 -0.413
C -3.993 0.672 -1.383
N -2.857 1.408 -1.922
C -2.758 1.276 -3.369
C -2.655 2.755 -1.476
C -3.714 3.595 -1.143
C -3.502 4.884 -0.684
C -2.208 5.365 -0.568
C -1.144 4.560 -0.930
C -1.337 3.254 -1.384
S 0.059 2.310 -1.882
C -3.657 1.170 1.440
C -5.043 1.229 1.565
C -5.682 2.313 2.140
C -4.910 3.367 2.618
C -3.537 3.313 2.517
C -2.868 2.219 1.937
S -1.133 2.256 1.939
H -4.249 -1.277 2.097
H -2.681 -0.802 2.780
H -2.761 -2.011 1.487
H -4.524 -1.043 -0.246
H -2.866 -1.094 -0.889
H -4.696 1.334 -0.882
H -4.535 0.200 -2.208
H -3.624 1.724 -3.886
H -2.713 0.217 -3.637
H -1.853 1.775 -3.716
H -4.736 3.245 -1.236
H -4.349 5.503 -0.412
H -2.028 6.364 -0.188
H -0.125 4.914 -0.841
H -5.639 0.397 1.204
H -6.762 2.328 2.224
H -5.387 4.229 3.070
H -2.927 4.128 2.885
C 3.360 -0.369 -2.439
N 2.882 0.307 -1.246
C 3.677 1.204 -0.780
C 3.395 2.012 0.343
C 4.198 3.015 0.905
C 3.468 3.547 1.965
C 2.260 2.837 1.997
N 2.212 1.908 1.034
C 2.976 0.244 -3.773
C 3.012 -0.555 -4.915
C 2.714 -0.033 -6.164
C 2.354 1.303 -6.288
C 2.332 2.109 -5.160
C 2.656 1.588 -3.915
H 2.999 -1.395 -2.409
H 4.461 -0.401 -2.425
H 4.646 1.382 -1.268
H 5.180 3.309 0.563
H 3.759 4.347 2.629
H 1.423 2.980 2.664
H 3.289 -1.601 -4.819
H 2.755 -0.667 -7.044
H 2.093 1.708 -7.259
H 2.052 3.152 -5.240
H 2.623 2.229 -3.046
C 0.939 1.277 5.229
N 0.552 0.042 4.580
C -0.778 -0.339 5.021
C 1.451 -1.062 4.839
C 2.899 -0.873 4.405
N 3.110 -0.782 2.967
C 4.337 -0.067 2.667
C 3.135 -2.108 2.375
H 0.182 2.032 5.012
H 1.891 1.638 4.843
H 1.012 1.165 6.328
H -0.827 -0.458 6.120
H -1.050 -1.289 4.561
H -1.493 0.422 4.712
H 1.040 -1.928 4.314
H 1.468 -1.299 5.922
H 3.455 -1.736 4.813
H 3.320 0.018 4.873
H 5.222 -0.537 3.137
H 4.257 0.964 3.014
H 4.490 -0.040 1.590
H 3.973 -2.717 2.765
H 3.249 -2.012 1.291
H 2.200 -2.625 2.580
C -0.007 -5.611 -2.638
N 0.861 -4.854 -1.758
C 1.549 -5.526 -0.676
C 0.905 -3.473 -1.786
N 1.479 -2.731 -0.927
N 0.274 -2.936 -2.912
C -0.106 -1.609 -3.121
N -0.382 -1.348 -4.459
N -0.297 -0.802 -2.174
H -0.171 -6.602 -2.223
H 0.424 -5.743 -3.639
H -0.981 -5.128 -2.737
H 1.263 -6.575 -0.662
H 1.288 -5.094 0.295
H 2.636 -5.468 -0.794
H 1.862 -3.230 -0.135
H 0.167 -3.540 -3.707
H 0.240 -1.777 -5.124
H -0.470 -0.357 -4.639
H -0.553 0.145 -2.481
C -1.539 -3.951 0.303
O -1.046 -2.629 0.138
C -0.277 -2.087 1.179
O -0.079 -2.831 2.130
H -2.337 -4.087 -0.427
H -1.917 -4.104 1.315
H -0.749 -4.687 0.126
```

- total charge = -1
- energy above the lowest of the compared OMol25 structures with the same formula, charge and spin (kJ/mol) = 41.1
- HOMO-LUMO gap (eV) = 5.97
- E_HOMO (eV) = -4.02
- LUMO level (Ha) = 0.0715

Results of the Löwdin charge analysis, in e, for atoms 1 through 5: 1.6700, -0.0727, -0.1493, -0.1674, -0.1737

=====

Molecular formula: C40H59N4O3SSiSr
Method: DFT, the ωB97M-V functional and the def2-TZVPD basis

Geometry as XYZ:
```
109
Properties=species:S:1:pos:R:3
Sr -0.112 0.480 -1.212
C -1.011 -2.093 -3.408
N -1.224 -1.676 -2.021
C -0.611 -2.639 -1.095
C 0.882 -2.719 -1.289
C 1.528 -3.948 -1.286
C 2.894 -3.994 -1.511
C 3.577 -2.807 -1.730
C 2.858 -1.626 -1.714
N 1.540 -1.573 -1.506
C -2.645 -1.495 -1.698
C -3.265 -0.250 -2.273
C -4.555 -0.294 -2.786
C -5.144 0.873 -3.242
C -4.420 2.051 -3.182
C -3.139 2.006 -2.661
N -2.565 0.890 -2.209
C -1.123 -0.964 -4.395
C -1.933 -1.080 -5.514
C -1.955 -0.054 -6.446
C -1.153 1.050 -6.226
C -0.382 1.085 -5.074
N -0.361 0.115 -4.162
H -1.694 -2.910 -3.676
H 0.002 -2.489 -3.489
H -1.039 -3.641 -1.230
H -0.836 -2.331 -0.067
H 0.960 -4.853 -1.116
H 3.417 -4.941 -1.516
H 4.642 -2.790 -1.913
H 3.358 -0.678 -1.885
H -2.717 -1.419 -0.608
H -3.221 -2.377 -2.009
H -5.086 -1.236 -2.821
H -6.150 0.861 -3.641
H -4.831 2.989 -3.527
H -2.540 2.907 -2.605
H -2.537 -1.968 -5.649
H -2.581 -0.122 -7.326
H -1.116 1.875 -6.923
H 0.252 1.938 -4.873
C 4.404 2.325 -0.836
C 2.959 2.237 -0.340
C 2.850 2.840 1.062
C 1.969 2.880 -1.311
C 2.241 3.012 -2.677
C 1.354 3.660 -3.521
C 0.138 4.170 -3.060
C -0.809 4.865 -3.999
C -0.149 4.021 -1.709
C 0.756 3.402 -0.851
H 5.075 1.914 -0.082
H 4.690 3.363 -1.014
H 4.571 1.766 -1.758
H 2.721 1.165 -0.251
H 2.931 3.929 1.016
H 3.662 2.470 1.686
H 1.918 2.574 1.563
H 3.173 2.644 -3.084
H 1.620 3.789 -4.565
H -1.137 4.194 -4.796
H -0.327 5.722 -4.472
H -1.693 5.229 -3.476
H -1.069 4.425 -1.301
H 0.514 3.350 0.204
C 2.562 -2.567 2.038
C 2.382 -1.165 2.591
C 2.234 -1.210 4.108
C 3.589 -0.317 2.219
O 1.236 -0.515 1.978
Si -0.334 -0.606 2.511
S -1.551 0.394 1.163
O -0.640 -2.227 2.605
C -1.613 -2.937 3.388
C -2.948 -2.201 3.422
C -1.060 -3.115 4.795
C -1.778 -4.294 2.712
O -0.494 -0.050 4.040
C -0.583 1.281 4.586
C -2.039 1.732 4.577
C -0.084 1.172 6.019
C 0.292 2.247 3.790
H 3.428 -3.047 2.500
H 2.742 -2.504 0.970
H 1.676 -3.169 2.222
H 3.146 -1.620 4.544
H 1.395 -1.838 4.412
H 2.077 -0.210 4.511
H 4.503 -0.765 2.613
H 3.489 0.687 2.632
H 3.683 -0.248 1.132
H -2.838 -1.223 3.893
H -3.678 -2.778 3.990
H -3.330 -2.047 2.411
H -0.889 -2.143 5.259
H -0.117 -3.666 4.765
H -1.764 -3.680 5.409
H -2.162 -4.167 1.697
H -2.479 -4.920 3.265
H -0.816 -4.809 2.663
H -2.645 1.034 5.159
H -2.423 1.764 3.559
H -2.133 2.723 5.023
H -0.660 0.421 6.560
H -0.197 2.129 6.531
H 0.969 0.889 6.047
H -0.083 2.340 2.769
H 1.324 1.890 3.757
H 0.283 3.235 4.251
```

- total charge = +1
- energy above the lowest of the compared OMol25 structures with the same formula, charge and spin (kJ/mol) = 29.3
- HOMO-LUMO gap (eV) = 7.97
- E_HOMO (eV) = -10.22
- LUMO level (Ha) = -0.0828

Results of the Löwdin charge analysis, in e, for atoms 1 through 5: 1.2019, -0.1138, -0.2656, -0.1381, -0.2848

=====

Molecular formula: C40H60BBaF4N4O16
Method: DFT, the ωB97M-V functional and the def2-TZVPD basis

Geometry as XYZ:
```
126
Properties=species:S:1:pos:R:3
Ba 1.994 5.579 -1.020
B 0.372 0.236 -1.369
F 1.056 -0.333 -2.400
F -0.434 1.278 -1.758
F -0.326 -0.672 -0.578
F 1.332 0.670 -0.498
C -0.206 -8.246 -6.462
C 1.033 -8.943 -6.314
C 2.240 -8.224 -6.493
C 2.158 -6.829 -6.768
C 0.883 -6.188 -6.898
C -0.267 -6.905 -6.700
N 3.375 -6.037 -6.891
O 3.249 -4.915 -7.372
O 4.516 -6.569 -6.668
H -1.083 -8.876 -6.444
H 1.115 -9.982 -6.030
H 3.152 -8.757 -6.268
H 0.819 -5.131 -7.111
H -1.239 -6.433 -6.707
C 4.704 -3.580 5.610
C 4.970 -4.581 6.573
C 6.138 -4.587 7.282
C 7.079 -3.530 7.117
C 6.796 -2.572 6.188
C 5.628 -2.578 5.429
N 8.308 -3.452 7.928
O 9.002 -2.418 7.965
O 8.517 -4.427 8.652
H 3.815 -3.527 4.998
H 4.334 -5.452 6.623
H 6.374 -5.404 7.949
H 7.511 -1.787 5.989
H 5.439 -1.798 4.707
C 1.435 -8.450 0.888
C 0.801 -9.539 1.521
C -0.627 -9.634 1.502
C -1.420 -8.680 0.876
C -0.766 -7.598 0.313
C 0.607 -7.508 0.265
N -2.907 -8.784 0.936
O -3.371 -9.838 1.360
O -3.551 -7.908 0.387
H 2.512 -8.409 0.833
H 1.378 -10.290 2.040
H -1.086 -10.464 2.018
H -1.352 -6.777 -0.072
H 1.061 -6.677 -0.254
C -8.721 3.879 -3.523
C -7.595 3.091 -3.703
C -7.014 3.059 -4.965
C -7.535 3.819 -6.051
C -8.668 4.687 -5.789
C -9.329 4.590 -4.583
N -6.930 3.726 -7.404
O -6.012 2.926 -7.633
O -7.457 4.428 -8.293
H -9.078 3.842 -2.505
H -7.237 2.465 -2.899
H -6.192 2.374 -5.106
H -9.029 5.351 -6.559
H -10.276 5.106 -4.521
C -0.991 3.471 3.361
O 0.288 3.909 3.595
C 1.019 3.325 4.680
C 2.378 3.895 4.869
O 3.153 4.054 3.645
C 4.558 4.395 3.925
H -1.049 2.386 3.441
H -1.438 3.742 2.404
H -1.566 3.844 4.209
H 1.164 2.276 4.424
H 0.500 3.323 5.638
H 2.931 3.291 5.589
H 2.250 4.905 5.260
H 5.065 3.649 4.538
H 4.631 5.355 4.436
H 5.142 4.386 3.005
C 0.229 10.143 -4.672
O -0.632 9.100 -4.174
C -1.914 9.626 -3.994
C -2.682 8.656 -3.032
O -2.088 8.497 -1.774
C -2.432 9.485 -0.829
H -0.182 10.513 -5.611
H 1.173 9.640 -4.885
H 0.363 11.016 -4.033
H -2.454 9.592 -4.941
H -1.974 10.580 -3.470
H -2.519 7.653 -3.427
H -3.757 8.836 -3.006
H -1.926 9.310 0.121
H -3.469 9.410 -0.504
H -2.172 10.514 -1.078
C -4.163 -3.251 6.111
O -3.855 -2.373 7.209
C -3.566 -2.963 8.426
C -4.731 -3.602 9.149
O -5.554 -2.569 9.709
C -6.075 -1.514 8.936
H -4.192 -2.802 5.118
H -5.112 -3.737 6.338
H -3.509 -4.109 5.956
H -3.110 -2.165 9.013
H -2.788 -3.680 8.165
H -4.319 -4.265 9.909
H -5.259 -4.334 8.537
H -6.984 -1.099 9.373
H -6.319 -1.792 7.911
H -5.347 -0.705 8.874
C 6.338 1.931 -3.047
O 5.618 3.143 -3.271
C 5.951 3.607 -4.523
C 4.986 3.081 -5.571
O 3.673 3.489 -5.366
C 2.779 2.821 -6.244
H 5.893 1.083 -3.568
H 6.169 1.682 -1.999
H 7.406 2.042 -3.236
H 7.005 3.516 -4.785
H 5.803 4.682 -4.429
H 4.948 1.991 -5.566
H 5.138 3.261 -6.635
H 1.754 3.116 -6.019
H 2.828 1.733 -6.279
H 2.998 3.188 -7.247
```

- total charge = +1
- energy above the lowest of the compared OMol25 structures with the same formula, charge and spin (kJ/mol) = 1257.7
- HOMO-LUMO gap (eV) = 3.57
- E_HOMO (eV) = -10.20
- LUMO level (Ha) = -0.2436

Results of the Löwdin charge analysis, in e, for atoms 1 through 5: 1.9091, -1.4158, 0.1375, 0.1057, 0.0999

=====

Question: Among the records above, which one has the lowest LUMO level?
Answer: C40H60BBaF4N4O16

=====

Question: total charge of number 1 (C40H59LaN11O2S2)?
Answer: -1

=====

Question: Which of these has the lowest LUMO level?
Answer: C40H60BBaF4N4O16